Molecular formula: C55H47F3N5O3P2PbS2
Method: DFT, ωB97M-V/def2-TZVPD

Cartesian coordinates (Å):
Pb1 0.884 0.033 2.536
S1 -0.284 -1.591 4.387
S2 -0.935 1.828 4.289
P1 -5.007 -0.275 -5.077
P2 -4.279 0.258 -1.946
F1 2.566 5.645 4.395
F2 2.628 6.987 2.689
F3 3.507 5.018 2.516
O1 0.268 4.609 3.235
O2 1.226 3.616 0.207
O3 0.981 5.659 1.252
N1 4.063 -1.317 2.915
N2 -3.858 -2.376 4.189
N3 4.329 -2.894 1.254
N4 -4.584 1.212 4.278
N5 2.438 -1.433 1.254
C1 1.548 -3.098 -0.276
C2 -5.360 -2.584 0.750
C3 -1.782 -2.769 -5.692
C4 -4.308 2.278 -5.969
C5 7.864 -1.673 0.740
C6 8.557 -2.718 1.310
C7 -1.957 2.444 -4.584
C8 0.650 4.687 0.260
C9 6.173 -0.605 4.557
C10 -3.076 -2.934 0.265
C11 -4.326 -1.205 -0.894
C12 1.993 -1.780 -0.014
C13 -2.373 3.576 -5.319
C14 -5.083 1.479 -0.832
C15 5.108 0.416 4.154
C16 1.128 5.185 2.564
C17 1.192 -1.182 -2.265
C18 0.952 -3.485 -1.485
C19 3.008 2.183 3.533
C20 -6.170 3.696 -0.563
C21 6.562 -3.897 1.883
C22 2.466 5.706 3.035
C23 -3.127 -3.705 -3.951
C24 -4.855 1.502 0.546
C25 -3.811 -1.661 -5.007
C26 -4.072 -2.756 -4.171
C27 -3.948 1.225 -5.154
C28 -5.921 2.522 -1.320
C29 -2.036 0.577 4.479
C30 -5.502 -0.090 -3.245
C31 -3.601 3.464 -5.992
C32 -2.741 1.295 -4.530
C33 1.723 -0.761 -1.021
C34 5.895 -5.047 2.541
C35 -0.368 5.295 -0.637
C36 -1.939 -3.758 -4.742
C37 -4.185 -3.254 1.015
C38 7.935 -3.814 1.947
C39 -2.727 -1.701 -5.882
C40 5.220 1.739 4.528
C41 5.803 -2.886 1.181
C42 6.466 -1.771 0.688
C43 4.011 -0.008 3.361
C44 2.916 0.806 3.202
C45 -3.112 -1.946 -0.719
C46 4.193 2.613 4.146
C47 -3.472 0.909 4.387
C48 3.629 -1.828 1.706
C49 -1.817 -0.824 4.435
C50 0.795 -2.500 -2.495
C51 -5.280 2.556 1.327
C52 -2.980 -1.655 4.330
C53 -5.462 -1.549 -0.198
C54 2.208 0.666 -0.863
C55 -5.896 3.685 0.791
H1 5.600 -5.830 1.836
H2 -3.240 -4.417 -3.141
H3 8.286 -0.767 0.358
H4 -6.270 -2.896 1.200
H5 -6.094 4.551 1.392
H6 -2.121 -3.414 0.470
H7 -6.074 -0.953 -2.894
H8 4.770 -1.876 3.348
H9 6.915 -0.165 5.243
H10 0.007 6.245 -1.047
H11 1.637 -3.767 0.531
H12 -5.061 -2.841 -3.676
H13 -0.799 4.598 -1.349
H14 5.883 -0.932 0.434
H15 -2.336 0.435 -3.931
H16 5.771 -1.422 5.214
H17 -4.202 -4.005 1.779
H18 -1.772 4.503 -5.305
H19 -6.363 2.489 -2.325
H20 -6.468 -1.089 -0.234
H21 3.194 0.718 -0.340
H22 -0.816 -2.783 -6.336
H23 -6.141 0.837 -3.275
H24 6.649 -1.134 3.701
H25 -1.194 5.530 0.084
H26 4.335 3.700 4.397
H27 -4.241 0.672 0.967
H28 1.561 1.284 -0.242
H29 0.356 -2.740 -3.440
H30 6.030 2.131 5.162
H31 8.572 -4.508 2.457
H32 -5.135 2.120 -6.694
H33 6.560 -5.409 3.278
H34 2.352 1.156 -1.785
H35 -1.079 -4.373 -4.460
H36 -2.633 -0.986 -6.687
H37 -0.990 2.479 -4.091
H38 -4.106 4.281 -6.530
H39 0.823 -0.439 -2.953
H40 -5.012 2.471 2.377
H41 9.653 -2.764 1.221
H42 -6.716 4.540 -1.078
H43 2.157 2.854 3.370
H44 5.019 -4.702 3.104
H45 3.786 -3.372 0.535
H46 -2.212 -1.576 -1.216
H47 0.515 -4.470 -1.635

Net charge: -1
Kohn-Sham gap: 5.28 eV
DFT total energy: -125038.6181 eV
Relative energy (zero: lowest compared OMol25 entry of this formula, charge and spin): 0.0000 eV